Entry 1:
{"formula": "C5H4NO2", "method": "ωB97M-V/def2-TZVPD", "species": ["C", "N", "C", "O", "C", "C", "C", "O", "H", "H", "H", "H"], "positions_angstrom": [[-0.8072, 2.3682, -0.5026], [-0.6815, 1.1423, -0.4176], [-0.7942, 0.0799, 0.2260], [-1.3659, -1.0428, 0.0923], [-0.1944, -1.0583, 0.9752], [1.0240, -1.5527, 0.4288], [1.3598, -1.5251, -0.8708], [1.6655, -1.5523, -1.9969], [-0.2920, 2.9889, -1.3158], [-1.2563, 3.0376, 0.2659], [-0.4217, -1.1885, 2.0534], [1.7640, -1.6972, 1.0620]], "forces_ev_per_a": [[1.082, 3.620, -0.576], [-0.372, 0.049, -0.439], [0.947, -0.849, 1.740], [-1.921, -1.205, -1.009], [-0.233, 1.783, 0.613], [-1.821, 0.136, -3.450], [0.425, -0.284, -1.829], [-0.756, 0.112, 2.608], [-0.695, -1.392, 0.835], [-0.317, -0.995, -0.404], [0.150, 0.116, -0.935], [3.511, -1.092, 2.847]], "e_homo_ev": -13.76, "smiles": "C=[N+]=C1O[C@H]1C=C=O", "charge": 1, "homo_lumo_gap_ev": 8.466, "fmax_ev_per_a": 4.65}

Entry 2:
{"formula": "C28H30BCdF4N9O3S", "method": "ωB97M-V/def2-TZVPD", "species": ["Cd", "O", "C", "C", "C", "C", "C", "C", "C", "O", "N", "N", "C", "C", "C", "C", "C", "C", "N", "H", "H", "H", "H", "H", "H", "H", "H", "H", "H", "C", "N", "C", "C", "N", "C", "S", "H", "H", "H", "H", "H", "H", "C", "C", "C", "C", "N", "C", "C", "H", "H", "H", "H", "H", "H", "H", "F", "B", "F", "F", "F", "C", "N", "C", "C", "C", "N", "C", "O", "N", "H", "H", "H", "H", "H", "H", "H"], "positions_angstrom": [[0.0191, -0.0305, -0.0183], [-1.0476, 2.2664, 4.0779], [0.2283, 2.6754, 4.1732], [0.4842, 3.8328, 4.9139], [1.7751, 4.2965, 5.0602], [2.8433, 3.6121, 4.4815], [2.5929, 2.4657, 3.7530], [1.2947, 1.9847, 3.5720], [1.0450, 0.8147, 2.6850], [-0.1636, 0.5480, 2.3438], [2.1143, 0.1654, 2.2662], [1.7765, -0.7634, 1.3215], [2.5556, -1.7494, 1.1477], [2.2265, -2.7747, 0.1447], [3.1912, -3.6841, -0.2749], [2.8465, -4.6329, -1.2231], [1.5523, -4.6454, -1.7152], [0.6567, -3.7006, -1.2314], [0.9749, -2.7888, -0.3238], [-1.0347, 1.4935, 3.4559], [-0.3554, 4.3425, 5.3687], [1.9558, 5.1939, 5.6395], [3.8572, 3.9677, 4.6115], [3.3996, 1.9116, 3.2913], [3.4588, -1.8506, 1.7473], [4.1916, -3.6374, 0.1357], [3.5776, -5.3503, -1.5727], [1.2357, -5.3674, -2.4549], [-0.3675, -3.6770, -1.5906], [3.4099, 0.3095, -3.7314], [2.2400, 1.1653, -3.6848], [2.1926, 2.5030, -4.0269], [0.9724, 2.9613, -3.6752], [0.2948, 1.8970, -3.1265], [1.0765, 0.8051, -3.1081], [0.7176, -0.7350, -2.4764], [4.2187, 0.8608, -4.2047], [3.1935, -0.5902, -4.3032], [3.6855, 0.0365, -2.7143], [3.0215, 2.9983, -4.4987], [0.5269, 3.9330, -3.7825], [-0.6284, 1.8962, -2.6971], [-5.5393, -3.4284, 0.5026], [-4.2545, -2.6633, 0.3780], [-3.5430, -2.2555, 1.5019], [-2.3642, -1.5553, 1.3478], [-1.8685, -1.2523, 0.1457], [-2.5412, -1.6333, -0.9401], [-3.7259, -2.3393, -0.8644], [-6.0531, -3.1857, 1.4318], [-5.3416, -4.5024, 0.5019], [-6.2058, -3.2122, -0.3313], [-3.9116, -2.4664, 2.4973], [-1.7901, -1.2082, 2.1979], [-2.1188, -1.3381, -1.8924], [-4.2472, -2.6014, -1.7754], [-4.0475, 0.7853, -1.9514], [-3.2174, 1.6343, -1.2535], [-1.8344, 1.3778, -1.6482], [-3.2714, 1.3652, 0.1376], [-3.4814, 2.9716, -1.4915], [4.3616, 3.2353, 0.1943], [2.9170, 3.3155, 0.3373], [2.3123, 4.3882, 0.9027], [0.9792, 4.4392, 1.0525], [0.2287, 3.2824, 0.6584], [0.8183, 2.2305, 0.0812], [2.1702, 2.2344, -0.1367], [2.7501, 1.3258, -0.7113], [-1.0688, 3.2536, 0.9081], [4.8120, 4.0505, 0.7561], [4.6497, 3.3054, -0.8546], [4.7106, 2.2815, 0.5834], [2.9655, 5.1846, 1.2319], [0.4969, 5.2782, 1.5283], [-1.5117, 4.0502, 1.3292], [-1.6694, 2.4801, 0.6468]], "forces_ev_per_a": [[0.228, -0.160, -0.180], [-0.011, -0.201, -0.156], [0.103, -0.008, 0.032], [-0.020, -0.010, -0.016], [0.020, 0.002, 0.001], [-0.002, 0.000, 0.010], [-0.003, 0.032, -0.025], [-0.030, 0.029, -0.008], [-0.029, -0.015, -0.053], [-0.008, 0.069, 0.110], [0.029, -0.061, 0.064], [-0.017, 0.140, 0.059], [-0.015, -0.026, -0.027], [0.009, 0.004, -0.015], [-0.012, 0.001, 0.020], [-0.010, 0.004, -0.015], [0.000, 0.008, 0.009], [-0.015, -0.069, 0.035], [0.031, -0.115, 0.069], [-0.031, 0.191, -0.025], [0.002, 0.000, 0.000], [0.000, 0.000, -0.003], [0.002, 0.000, 0.004], [-0.001, -0.005, 0.006], [-0.002, 0.002, -0.011], [-0.002, -0.002, 0.002], [0.000, -0.001, 0.001], [0.001, 0.001, 0.001], [0.007, 0.004, -0.005], [0.001, 0.002, -0.006], [0.042, -0.004, 0.059], [0.013, 0.039, -0.019], [-0.009, -0.030, -0.002], [0.170, 0.018, -0.037], [-0.049, 0.054, -0.060], [-0.021, 0.135, -0.017], [-0.001, -0.004, -0.006], [0.000, -0.002, 0.003], [0.007, -0.006, 0.011], [0.003, 0.000, 0.001], [0.000, 0.000, 0.002], [-0.128, 0.024, 0.015], [0.000, -0.002, 0.000], [-0.007, 0.003, 0.010], [0.002, -0.008, 0.002], [0.013, -0.020, -0.003], [-0.051, 0.092, 0.041], [-0.007, -0.007, 0.003], [0.002, 0.002, -0.001], [0.000, 0.001, 0.001], [0.002, 0.000, 0.000], [0.002, 0.001, 0.001], [-0.001, -0.002, -0.001], [-0.007, 0.005, -0.006], [-0.004, 0.008, -0.005], [0.001, 0.005, -0.001], [0.015, -0.038, -0.079], [-0.108, 0.055, 0.238], [-0.068, -0.081, 0.168], [0.178, 0.121, -0.078], [0.032, 0.045, -0.049], [0.017, -0.009, -0.002], [-0.012, 0.048, 0.013], [0.037, -0.039, 0.003], [-0.061, -0.018, 0.018], [0.216, -0.123, 0.038], [-0.119, 0.116, 0.011], [0.046, -0.087, -0.007], [-0.019, 0.012, -0.068], [-0.329, -0.035, -0.105], [-0.003, 0.005, -0.005], [-0.002, -0.010, 0.007], [0.000, 0.001, 0.006], [-0.005, 0.002, 0.001], [0.002, 0.006, -0.002], [-0.009, -0.033, 0.036], [-0.003, -0.055, -0.014]], "e_homo_ev": -7.82, "relative_energy_kcal_mol": 0.0, "homo_lumo_gap_ev": 7.929, "fmax_ev_per_a": 0.35}

Entry 3:
{"formula": "C29H22Br2N6OSc", "method": "ωB97M-V/def2-TZVPD", "species": ["Sc", "C", "C", "C", "C", "C", "N", "C", "C", "C", "C", "C", "C", "C", "N", "C", "C", "C", "N", "C", "C", "N", "C", "C", "C", "N", "H", "H", "H", "H", "H", "H", "H", "H", "H", "H", "H", "H", "H", "H", "H", "H", "H", "H", "Br", "C", "C", "C", "Br", "C", "C", "C", "C", "N", "C", "C", "O", "H", "H", "H", "H"], "positions_angstrom": [[0.1180, -0.0643, 0.1743], [-1.0861, 5.5125, 4.4522], [-0.7774, 4.5953, 3.2954], [-0.1954, 5.0615, 2.1208], [0.1318, 4.2123, 1.0789], [-0.1243, 2.8371, 1.1281], [0.2092, 1.9505, 0.1013], [0.7687, 2.4350, -1.1036], [0.0759, 3.2914, -1.9584], [0.6324, 3.7464, -3.1391], [1.9021, 3.3364, -3.5450], [2.4915, 3.7881, -4.8562], [2.5861, 2.4560, -2.7219], [2.0376, 2.0263, -1.5207], [2.8181, 1.1331, -0.7135], [4.1399, 1.1630, -0.4787], [4.4639, 0.0521, 0.2693], [3.2544, -0.6170, 0.4480], [2.2599, 0.0378, -0.1492], [-0.7080, 2.3775, 2.3209], [-1.0085, 3.2342, 3.3727], [-1.0214, 0.9789, 2.5387], [-2.0946, 0.4995, 3.1856], [-1.9301, -0.8585, 3.3676], [-0.7002, -1.1448, 2.7862], [-0.1358, -0.0340, 2.2864], [-1.2432, 6.5349, 4.1099], [-1.9826, 5.1956, 4.9856], [-0.2638, 5.5292, 5.1706], [0.0213, 6.1197, 2.0212], [0.6011, 4.6203, 0.1936], [-0.9146, 3.6176, -1.6623], [0.0662, 4.4250, -3.7673], [2.0691, 4.7425, -5.1680], [3.5734, 3.9004, -4.7872], [2.2848, 3.0621, -5.6454], [3.5594, 2.0825, -3.0230], [4.7510, 1.9690, -0.8508], [5.4364, -0.2294, 0.6339], [3.0536, -1.5395, 0.9694], [-1.4141, 2.8145, 4.2875], [-2.9009, 1.1550, 3.4726], [-2.6088, -1.5419, 3.8490], [-0.1915, -2.0928, 2.7001], [-0.3779, -4.9837, -0.1024], [-1.7509, -3.7028, -0.1293], [-3.0966, -4.1308, -0.0593], [-4.1123, -3.2270, -0.0585], [-5.8924, -3.8429, 0.0303], [-3.8369, -1.8363, -0.1147], [-4.8055, -0.8083, -0.0963], [-4.4180, 0.5038, -0.1208], [-3.0521, 0.8097, -0.1557], [-2.1225, -0.1177, -0.1851], [-2.4910, -1.4385, -0.1786], [-1.4198, -2.3788, -0.2113], [-0.1706, -1.9083, -0.2818], [-3.3114, -5.1895, -0.0100], [-5.8545, -1.0727, -0.0602], [-5.1442, 1.3044, -0.1085], [-2.7054, 1.8378, -0.1523]], "forces_ev_per_a": [[0.283, 0.439, -0.175], [0.013, -0.043, -0.068], [-0.001, 0.112, 0.055], [0.044, 0.047, -0.058], [0.022, 0.118, -0.023], [0.116, -0.118, -0.242], [-0.166, 0.924, 0.254], [-0.103, 0.054, 0.267], [-0.080, 0.117, -0.111], [-0.051, 0.009, -0.005], [0.030, 0.026, -0.092], [-0.028, -0.012, 0.067], [0.069, -0.009, -0.078], [0.228, -0.182, 0.063], [-0.183, 0.087, -0.021], [0.041, 0.065, -0.034], [0.006, -0.032, 0.037], [0.053, -0.073, -0.015], [0.631, 0.068, -0.236], [-0.078, -0.285, 0.166], [-0.047, -0.081, 0.099], [0.131, 0.142, -0.053], [-0.069, 0.075, 0.028], [-0.009, -0.049, 0.037], [-0.063, 0.121, 0.128], [-0.248, 0.131, 0.498], [0.004, -0.022, -0.009], [0.017, -0.011, -0.018], [-0.004, -0.010, -0.023], [-0.002, -0.043, -0.013], [-0.013, 0.010, 0.031], [0.026, 0.000, -0.012], [0.021, -0.030, 0.024], [0.003, -0.015, 0.016], [-0.018, -0.007, 0.008], [-0.009, 0.002, 0.026], [-0.044, 0.012, 0.024], [-0.040, -0.021, 0.011], [-0.043, 0.013, -0.010], [0.006, 0.000, -0.003], [0.019, 0.010, -0.040], [0.036, -0.018, -0.009], [0.031, 0.035, -0.017], [-0.017, 0.006, -0.089], [0.009, -0.043, 0.001], [-0.047, -0.277, -0.020], [0.147, -0.040, -0.004], [-0.087, 0.029, -0.015], [-0.049, 0.006, 0.003], [-0.142, 0.114, 0.009], [-0.021, -0.107, 0.008], [-0.042, 0.054, -0.008], [-0.004, 0.128, -0.008], [0.099, -0.476, -0.030], [-0.025, 0.211, -0.034], [0.336, 0.109, -0.090], [-0.757, -1.256, -0.206], [0.039, 0.016, 0.004], [0.024, 0.001, 0.000], [0.008, -0.024, -0.004], [0.001, -0.006, 0.006]], "e_homo_ev": -10.31, "relative_energy_kcal_mol": 8.1, "charge": 1, "homo_lumo_gap_ev": 7.200, "fmax_ev_per_a": 1.48}

Entry 4:
{"formula": "C23H32N4O7", "method": "ωB97M-V/def2-TZVPD", "species": ["C", "C", "C", "C", "N", "C", "O", "C", "O", "N", "C", "C", "O", "N", "C", "C", "C", "O", "C", "C", "C", "N", "C", "C", "O", "C", "C", "C", "C", "O", "C", "C", "C", "O", "H", "H", "H", "H", "H", "H", "H", "H", "H", "H", "H", "H", "H", "H", "H", "H", "H", "H", "H", "H", "H", "H", "H", "H", "H", "H", "H", "H", "H", "H", "H", "H"], "positions_angstrom": [[7.0898, 2.9691, 2.6284], [7.3402, 1.6511, 1.9064], [6.0623, 1.1129, 1.2678], [6.3219, -0.1994, 0.5304], [5.1107, -0.7114, -0.0810], [4.3238, -1.7075, 0.4377], [4.5205, -2.3294, 1.4454], [3.1666, -1.8465, -0.5590], [2.2434, -2.6201, -0.5286], [3.4114, -0.9033, -1.5181], [2.5658, -0.6103, -2.6577], [1.2618, 0.0812, -2.1982], [1.1379, 1.2874, -2.2491], [0.3494, -0.7965, -1.7502], [-0.9209, -0.5488, -1.2156], [-1.4162, 0.7251, -0.9660], [-2.6657, 0.9121, -0.4034], [-3.1648, 2.1391, -0.0517], [-2.4548, 3.3129, -0.3937], [-2.5736, 3.6744, -1.8715], [-3.4765, -0.2105, -0.1079], [-4.7241, -0.0575, 0.4625], [-5.6134, 1.0251, 0.0839], [-7.0399, 0.4996, -0.0642], [-7.5441, -0.0544, 1.1353], [-6.5391, -0.6318, 1.9444], [-5.3725, -1.1688, 1.1205], [-2.9581, -1.4820, -0.3569], [-1.6983, -1.6679, -0.9023], [-1.1643, -2.8939, -1.2280], [-1.3785, -3.9779, -0.3425], [-0.7281, -3.7436, 1.0153], [4.5939, -0.2054, -1.2638], [5.0794, 0.6407, -1.9547], [8.0094, 3.3395, 3.0744], [6.3536, 2.8380, 3.4180], [6.7181, 3.7188, 1.9340], [7.7288, 0.9154, 2.6138], [8.0943, 1.7998, 1.1309], [5.3077, 0.9471, 2.0399], [5.6710, 1.8456, 0.5590], [7.0584, -0.0458, -0.2622], [6.6765, -0.9676, 1.2212], [3.1216, 0.0788, -3.2972], [2.3438, -1.5384, -3.1903], [0.5817, -1.7862, -1.7178], [-0.7783, 1.5584, -1.2008], [-1.4023, 3.2328, -0.0982], [-2.9250, 4.0901, 0.2163], [-2.0692, 4.6188, -2.0549], [-2.1206, 2.9097, -2.4966], [-3.6210, 3.7741, -2.1467], [-5.5924, 1.8206, 0.8390], [-5.2954, 1.4498, -0.8684], [-7.0700, -0.2560, -0.8643], [-7.7170, 1.3137, -0.3349], [-7.0194, -1.4396, 2.5030], [-6.1604, 0.1127, 2.6598], [-4.6560, -1.6587, 1.7861], [-5.7569, -1.9168, 0.4082], [-3.5635, -2.3460, -0.1425], [-0.9114, -4.8279, -0.8460], [-2.4494, -4.1880, -0.2305], [0.3313, -3.5381, 0.8816], [-1.1894, -2.8930, 1.5135], [-0.8444, -4.6255, 1.6387]], "forces_ev_per_a": [[0.151, -0.190, -0.074], [-0.301, 0.100, -0.010], [0.325, -0.168, -0.022], [0.061, 0.273, 0.156], [0.127, 0.010, 0.000], [0.296, -0.144, 0.460], [-0.196, 0.042, -0.216], [-0.461, -0.321, -0.166], [0.316, 0.044, 0.086], [-0.080, 0.086, -0.114], [-0.268, 0.182, -0.090], [0.449, -0.342, -0.272], [-0.001, 0.294, 0.009], [-0.170, -0.559, 0.016], [-0.430, -0.209, 0.190], [-0.041, 0.161, 0.023], [-0.053, -0.253, -0.045], [-0.068, -0.365, 0.089], [0.108, 0.341, -0.195], [-0.018, -0.245, 0.345], [0.298, 0.178, -0.117], [-0.130, 0.002, 0.285], [-0.423, 0.197, 0.001], [0.163, 0.122, -0.275], [-0.120, 0.003, 0.040], [0.196, -0.197, 0.160], [-0.163, 0.031, 0.096], [0.075, -0.047, -0.074], [0.221, 0.442, -0.061], [-0.037, 0.431, -0.242], [0.083, -0.320, 0.446], [-0.112, 0.077, -0.365], [0.080, -0.077, 0.005], [0.070, 0.152, -0.047], [0.039, 0.109, 0.076], [-0.082, 0.039, 0.099], [-0.048, 0.119, -0.035], [0.082, -0.051, -0.026], [0.082, -0.063, -0.011], [-0.066, 0.007, -0.003], [-0.065, 0.012, 0.005], [-0.031, -0.079, 0.087], [-0.001, 0.040, -0.118], [-0.157, -0.133, 0.084], [0.073, 0.055, 0.026], [0.167, 0.274, -0.090], [-0.001, 0.076, -0.006], [-0.091, 0.000, 0.047], [0.153, -0.084, -0.052], [0.062, 0.113, -0.056], [0.042, -0.018, -0.104], [-0.085, 0.034, -0.038], [-0.046, 0.034, -0.183], [-0.077, 0.015, 0.067], [-0.007, 0.106, 0.060], [0.111, -0.049, -0.053], [0.127, 0.052, -0.015], [-0.017, -0.108, -0.049], [-0.064, -0.054, -0.025], [0.060, -0.057, 0.073], [-0.099, -0.103, 0.011], [-0.141, 0.050, 0.066], [0.099, 0.005, -0.096], [0.081, -0.008, 0.037], [-0.021, 0.030, 0.099], [-0.025, -0.094, 0.107]], "e_homo_ev": -7.03, "smiles": "CCCCN1C(=O)C(=O)N(CC(=O)Nc2cc(OCC)c(N3CCOCC3)cc2OCC)C1=O", "relative_energy_kcal_mol": 42.7, "homo_lumo_gap_ev": 6.563, "fmax_ev_per_a": 0.63}

Entry 5:
{"formula": "C5H6O2", "method": "ωB97M-V/def2-TZVPD", "species": ["C", "O", "C", "C", "O", "C", "C", "H", "H", "H", "H", "H", "H"], "positions_angstrom": [[-1.1632, 1.1121, 1.5521], [-1.5060, 0.0291, 0.9112], [-1.0136, -0.2783, -0.3778], [0.1563, 0.3587, -1.0691], [1.0899, 0.9649, -0.1989], [1.2017, -0.2670, 0.5580], [0.2881, -1.0067, -0.4176], [0.7789, -0.1817, 1.6013], [-0.8364, 1.8285, 0.7692], [-1.8060, -0.6555, -1.0085], [0.1509, 0.6770, -2.1080], [2.2479, -0.5696, 0.5910], [0.4115, -2.0116, -0.8029]], "forces_ev_per_a": [[-0.775, 0.390, -0.190], [0.229, -0.014, 0.544], [0.000, -0.180, -0.335], [0.006, 0.174, -0.273], [-0.251, 0.121, 0.206], [0.010, -0.244, 0.721], [0.019, -0.292, 0.063], [0.591, -0.008, -0.918], [0.271, 0.072, 0.104], [0.070, -0.017, -0.105], [-0.067, -0.014, 0.196], [-0.140, -0.168, -0.032], [0.036, 0.179, 0.019]], "e_homo_ev": -8.41, "relative_energy_kcal_mol": 137.8, "homo_lumo_gap_ev": 9.215, "fmax_ev_per_a": 1.09}